DFT (wB97M-V/def2-TZVPD) results for a single C2H2OS3 molecule at a distorted geometry.

ORCA input file:
```
! RIJCOSX wB97M-V def2-TZVPD def2/J DEFGRID3
* xyz 0 1
C -0.502 -0.050 0.437
C 0.625 0.542 -0.727
H -0.969 1.962 0.272
H 1.033 -1.645 -1.220
O 0.767 1.756 -0.714
S -1.418 1.183 1.285
S -0.448 -1.654 1.081
S 1.432 -0.612 -1.841
*
```

Computed properties:
ΔE to the lowest compared entry with this formula, charge and spin, kJ/mol: 90.26
HOMO, eV: -9.17
Gap between HOMO and LUMO, eV: 7.753
LUMO, eV: -1.41
SMILES string: O=C(S)C(=S)S
Energy, Eh: -1347.15719

---

DFT (wB97M-V/def2-TZVPD) results for a molecular structure, C20H51N11O5PTi.

ORCA input file:
```
! RIJCOSX wB97M-V def2-TZVPD def2/J DEFGRID3
* xyz 1 3
Ti -0.117 0.874 1.553
N -0.236 2.806 2.834
C -1.577 3.244 3.211
C -2.349 3.510 1.934
N -2.340 2.331 1.063
C -3.428 1.423 1.456
C -3.154 -0.003 1.037
N -1.959 -0.505 1.717
C -2.502 2.690 -0.356
C -1.464 3.652 -0.919
N -0.105 3.232 -0.602
H 0.343 2.621 3.643
H 0.231 3.508 2.266
H -1.580 4.146 3.830
H -2.041 2.447 3.797
H -1.865 4.338 1.417
H -3.374 3.831 2.162
H -4.382 1.758 1.023
H -3.544 1.463 2.542
H -2.953 -0.036 -0.028
H -4.037 -0.621 1.225
H -1.683 -1.384 1.280
H -2.152 -0.686 2.697
H -3.497 3.131 -0.527
H -2.455 1.764 -0.931
H -1.615 4.659 -0.524
H -1.667 3.720 -1.995
H 0.564 3.884 -0.992
H 0.070 2.316 -1.006
N 1.944 -3.970 4.048
C 1.981 -3.518 2.594
C 1.498 -2.073 2.608
N 1.216 -1.406 1.350
H 2.251 -4.934 4.170
H 0.997 -3.885 4.437
H 2.532 -3.368 4.631
H 1.317 -4.170 2.029
H 3.002 -3.645 2.238
H 2.208 -1.471 3.180
H 0.570 -2.073 3.179
H 0.539 -1.927 0.784
H 2.042 -1.287 0.772
N 0.841 -2.799 6.677
C 0.992 -1.745 6.207
N 1.264 -0.552 5.716
C 0.634 -0.230 4.635
N 0.246 0.112 3.594
C 5.295 1.964 0.380
N 4.028 2.275 1.015
C 2.863 1.649 0.731
N 2.824 0.846 -0.365
O 1.872 1.790 1.461
H 6.065 2.588 0.825
H 5.268 2.200 -0.685
H 5.577 0.916 0.506
H 4.040 2.696 1.929
H 3.510 0.972 -1.089
H 1.889 0.580 -0.667
C 1.514 0.438 -3.634
C 1.677 -1.039 -3.293
C 3.141 -1.419 -3.121
C 1.066 -1.901 -4.386
O 1.073 -1.350 -2.003
P -0.382 -1.002 -1.411
O -0.833 -2.152 -0.572
O -0.243 0.319 -0.666
O -1.279 -0.772 -2.703
C -2.483 -1.484 -3.157
C -2.842 -0.791 -4.461
C -2.176 -2.960 -3.377
C -3.599 -1.327 -2.141
H 1.969 0.636 -4.606
H 1.999 1.084 -2.900
H 0.461 0.706 -3.690
H 3.697 -1.197 -4.032
H 3.226 -2.486 -2.914
H 3.596 -0.878 -2.292
H 1.672 -1.823 -5.290
H 0.058 -1.575 -4.623
H 1.043 -2.945 -4.073
H -2.056 -0.927 -5.204
H -2.984 0.277 -4.294
H -3.767 -1.208 -4.860
H -1.436 -3.097 -4.161
H -3.089 -3.473 -3.681
H -1.810 -3.411 -2.455
H -3.851 -0.274 -2.002
H -3.312 -1.774 -1.192
H -4.490 -1.840 -2.505
*
```

Computed properties:
ΔE to the lowest compared entry with this formula, charge and spin, kJ/mol: 40.20
HOMO (spin up / spin down), eV: -8.08 / -11.15
Gap between HOMO and LUMO (spin up / spin down), eV: 5.629 / 8.702
LUMO (spin up / spin down), eV: -2.45 / -2.45
⟨S²⟩: 2.0025
Energy, Eh: -2962.10833

---

DFT (wB97M-V/def2-TZVPD) results for a molecular structure, C60H56N4O4P3S2SiSr at a distorted geometry.

ORCA input file:
```
! RIJCOSX wB97M-V def2-TZVPD def2/J DEFGRID3
* xyz 1 1
Sr -0.012 0.087 -0.004
C -0.961 7.174 -2.224
C 0.187 6.400 -2.342
C 0.094 5.018 -2.335
C -1.145 4.382 -2.219
C -2.290 5.166 -2.111
C -2.196 6.554 -2.113
P -1.118 2.545 -2.145
C -2.918 2.158 -2.203
C -3.565 1.592 -3.297
C -4.935 1.358 -3.261
C -5.676 1.665 -2.132
C -5.040 2.216 -1.025
C -3.674 2.455 -1.061
C -0.631 2.117 -3.867
C -0.932 3.023 -4.891
C -0.723 2.693 -6.217
C -0.227 1.436 -6.534
C 0.082 0.545 -5.520
C -0.084 0.856 -4.161
Si 0.534 -0.382 -2.804
C 2.450 -0.399 -3.073
C 3.101 0.579 -3.839
C 4.482 0.581 -4.009
C 5.258 -0.401 -3.407
C 4.645 -1.366 -2.619
C 3.260 -1.365 -2.437
P 2.417 -2.600 -1.362
C 3.708 -3.148 -0.143
C 4.457 -2.201 0.556
C 5.331 -2.567 1.567
C 5.456 -3.903 1.924
C 4.712 -4.857 1.249
C 3.848 -4.486 0.223
C 2.312 -4.114 -2.391
C 1.341 -5.053 -2.054
C 1.238 -6.250 -2.751
C 2.101 -6.511 -3.805
C 3.065 -5.573 -4.155
C 3.170 -4.380 -3.455
C 0.014 -2.085 -3.533
C 0.701 -2.618 -4.636
C 0.299 -3.780 -5.270
C -0.801 -4.480 -4.792
C -1.466 -4.013 -3.674
C -1.074 -2.826 -3.044
P -1.991 -2.316 -1.527
C -2.045 -3.932 -0.645
C -3.109 -4.830 -0.686
C -3.038 -6.038 -0.005
C -1.906 -6.365 0.727
C -0.843 -5.473 0.783
C -0.918 -4.265 0.107
C -3.711 -2.157 -2.140
C -4.739 -2.053 -1.197
C -6.060 -1.917 -1.596
C -6.372 -1.870 -2.949
C -5.358 -1.940 -3.891
C -4.032 -2.069 -3.492
H -0.893 8.254 -2.227
H 1.155 6.876 -2.441
H 0.990 4.417 -2.438
H -3.265 4.704 -2.043
H -3.096 7.151 -2.038
H -3.006 1.340 -4.189
H -5.425 0.938 -4.130
H -6.743 1.481 -2.112
H -5.613 2.469 -0.140
H -3.179 2.901 -0.203
H -1.346 3.994 -4.650
H -0.956 3.407 -6.997
H -0.074 1.154 -7.569
H 0.473 -0.423 -5.800
H 2.514 1.348 -4.326
H 4.949 1.339 -4.626
H 6.332 -0.417 -3.546
H 5.254 -2.117 -2.132
H 4.353 -1.163 0.285
H 5.917 -1.813 2.079
H 6.131 -4.198 2.717
H 4.810 -5.903 1.511
H 3.291 -5.253 -0.296
H 0.651 -4.848 -1.245
H 0.480 -6.972 -2.475
H 2.019 -7.436 -4.361
H 3.739 -5.771 -4.978
H 3.920 -3.656 -3.748
H 1.590 -2.113 -5.000
H 0.851 -4.150 -6.126
H -1.124 -5.395 -5.274
H -2.306 -4.577 -3.285
H -3.999 -4.591 -1.255
H -3.871 -6.728 -0.049
H -1.853 -7.308 1.256
H 0.042 -5.717 1.360
H -0.089 -3.568 0.160
H -4.502 -2.103 -0.139
H -6.846 -1.859 -0.854
H -7.403 -1.776 -3.267
H -5.596 -1.900 -4.947
H -3.251 -2.125 -4.239
N 2.138 -2.412 2.214
C 1.777 -1.370 2.990
N 1.105 -0.325 2.577
C 0.830 0.531 3.633
C 1.330 0.154 4.830
S 2.165 -1.347 4.684
C 0.028 1.739 3.401
C -0.564 2.471 4.370
S -1.345 3.847 3.689
C -0.833 3.335 2.113
N -0.154 2.213 2.106
N -1.157 4.046 1.004
H 1.981 -2.383 1.217
H 2.726 -3.142 2.574
H 1.277 0.668 5.776
H -0.592 2.292 5.432
H -1.491 4.986 1.137
H -0.525 3.937 0.217
O 3.052 1.106 -0.123
H 3.743 0.900 0.514
H 3.398 0.872 -0.997
O -3.022 0.102 0.752
H -3.464 0.286 -0.091
H -3.396 0.742 1.367
O 1.365 3.293 -0.176
H 2.286 3.390 -0.437
H 1.396 2.754 0.625
O -1.173 -1.745 1.770
H -2.007 -1.981 1.344
H -1.412 -1.425 2.646
*
```

Computed properties:
ΔE to the lowest compared entry with this formula, charge and spin, kJ/mol: 0.00
HOMO, eV: -8.60
Gap between HOMO and LUMO, eV: 6.756
LUMO, eV: -1.84
Energy, Eh: -4980.63815

---

DFT (wB97M-V/def2-TZVPD) results for a single C7H9N3S molecule at a distorted geometry.

ORCA input file:
```
! RIJCOSX wB97M-V def2-TZVPD def2/J DEFGRID3
* xyz 0 1
N 0.892 -2.033 -1.621
N 0.304 -1.796 0.663
S 0.726 -0.253 -3.534
C 0.800 -2.498 -0.354
C 0.524 -0.800 -1.897
C -0.091 -0.556 0.403
C 0.027 -0.027 -0.885
N -0.409 1.763 0.451
C -0.420 1.397 -0.950
C -0.047 0.682 2.643
C -0.648 0.546 1.258
H 1.001 -1.479 -4.081
H 1.106 -3.509 -0.178
H -1.063 2.526 0.690
H 0.234 2.024 -1.552
H -1.455 1.452 -1.338
H -0.489 1.623 3.054
H 1.050 0.766 2.622
H -0.324 -0.188 3.233
H -1.718 0.361 1.371
*
```

Computed properties:
ΔE to the lowest compared entry with this formula, charge and spin, kJ/mol: 75.25
HOMO, eV: -8.97
Gap between HOMO and LUMO, eV: 9.656
LUMO, eV: 0.68
SMILES string: C[C@H]1NCc2c(S)ncnc21
Energy, Eh: -834.58952